Entry 1:
C43H33InN6O3S4Se3 | ωB97M-V with the def2-TZVPD basis set

Geometry as ORCA input:
```
! RIJCOSX wB97M-V def2-TZVPD def2/J DEFGRID3
* xyz -2 1
In -0.08701 0.06517 0.44316
O 0.15953 -5.02540 -5.31404
C -0.31339 -3.87682 -5.45519
O -0.89492 -3.34949 -6.42856
C -0.12615 -2.94451 -4.23236
C 0.67253 -3.31972 -3.16677
C 0.87274 -2.43586 -2.11394
N 0.33198 -1.21579 -2.09265
C -0.42210 -0.83818 -3.12832
C -0.68771 -1.68048 -4.20079
C -0.89684 0.58370 -3.13809
C -2.01702 0.96720 -3.87667
C -2.38930 2.29868 -3.89575
C -1.63657 3.22144 -3.18673
C -0.55107 2.74931 -2.46941
N -0.18339 1.47091 -2.43913
C 1.76438 -2.78776 -0.96531
C 2.10779 -4.11208 -0.70484
C 2.89310 -4.40024 0.39520
C 3.32876 -3.36362 1.20220
C 2.94149 -2.07724 0.86776
N 2.17776 -1.78543 -0.18391
H 1.13249 -4.29704 -3.20242
H -1.27579 -1.37239 -5.05356
H -2.60590 0.22387 -4.39673
H -3.26374 2.61114 -4.45311
H -1.90057 4.27106 -3.15995
H 0.05070 3.42874 -1.87276
H 1.72552 -4.90704 -1.32996
H 3.13181 -5.42800 0.64035
H 3.92982 -3.54235 2.08365
H 3.22906 -1.23988 1.48577
Se -4.23228 -2.47019 3.16133
C -3.25989 -1.29141 2.24769
N -2.59484 -0.50897 1.66944
S 1.93844 3.83224 3.35712
C 3.18306 3.84870 2.18066
C 2.81999 3.07214 1.13164
N 1.58094 2.47570 1.23268
C 1.01331 2.77904 2.35752
H 4.08839 4.41778 2.32418
H 3.42071 2.88217 0.25187
H 0.03117 2.43476 2.66268
O 1.10715 -0.37469 2.33754
C 1.11249 -1.12300 3.48939
C 2.49728 -0.89328 4.15124
C 3.42187 -0.00523 3.69621
C 4.56135 0.12746 4.54824
C 4.47507 -0.65358 5.65793
S 3.00911 -1.54386 5.66998
C 0.86047 -2.61354 3.20509
C 1.14212 -3.74937 3.91316
C 0.64398 -4.93398 3.29340
C -0.01131 -4.67375 2.12834
S -0.01453 -3.00702 1.79083
C 0.06208 -0.63477 4.51602
C -0.04455 0.62887 5.01628
C -1.12483 0.77927 5.93193
C -1.81199 -0.38565 6.11304
S -1.15248 -1.64818 5.17185
H 3.26391 0.55125 2.78264
H 5.40327 0.77623 4.33531
H 5.18313 -0.76302 6.46714
H 1.67167 -3.76109 4.85509
H 0.76009 -5.92587 3.71201
H -0.50490 -5.36047 1.45592
H 0.65391 1.40888 4.75160
H -1.37694 1.71161 6.42324
H -2.68670 -0.56354 6.72288
Se -3.51910 -0.87795 -1.03549
C -4.61893 -2.28568 -0.75871
N -5.34141 -3.18548 -0.62959
C -4.07438 7.87949 -1.78409
C -3.59178 6.51778 -1.34878
C -4.43196 5.41299 -1.37497
C -4.01527 4.15576 -0.94309
C -4.97282 2.99454 -1.03264
C -2.71660 4.00008 -0.41771
Se -2.30495 2.29622 0.35618
C -1.83725 5.09673 -0.44007
C -0.40695 4.99191 0.01828
C -2.29163 6.33028 -0.90003
H -5.06242 7.81520 -2.24265
H -3.39221 8.33297 -2.50757
H -4.14506 8.55956 -0.93098
H -5.44752 5.52680 -1.74627
H -5.83859 3.25967 -1.64283
H -5.32531 2.69164 -0.04396
H -4.48350 2.11732 -1.45892
H -0.07302 3.96053 0.03834
H -0.29266 5.39611 1.02810
H 0.24817 5.56266 -0.64435
H -1.59922 7.16970 -0.90447
*
```

Values from the calculation:
* electronic energy: -11199.8910 Ha
* gap between HOMO and LUMO (alpha / beta): 5.19 / 5.31 eV
* E_LUMO (alpha / beta): 2.39 / 2.42 eV
* ΔE to the lowest compared entry with this formula, charge and spin: 440.5 kJ/mol
* HOMO energy (alpha / beta): -2.8 / -2.9 eV

Entry 2:
C3H5LiO4Tb | ωB97M-V with the def2-TZVPD basis set

Geometry as ORCA input:
```
! RIJCOSX wB97M-V def2-TZVPD def2/J DEFGRID3
* xyz 2 8
Tb -3.67732 -0.01415 -0.27765
O -2.26251 0.05291 1.60955
C -0.96907 0.06093 1.91137
H -0.56257 -0.94962 2.12084
H -0.55723 0.82939 2.59220
C -0.10234 0.41403 0.27697
O 1.03042 0.71272 -0.58201
C 1.04121 0.14622 -1.77982
O 0.01391 -0.12314 -2.36176
O 2.18251 -0.54884 -1.78493
Li 2.64737 -0.10631 0.63954
H -0.58652 1.39264 0.10404
H -0.36646 -0.61801 -0.01721
H 2.16859 -1.24877 -2.45111
*
```

Values from the calculation:
* expectation value of S²: 15.77
* electronic energy: -1249.5520 Ha
* gap between HOMO and LUMO (alpha / beta): 8.56 / 7.49 eV
* E_LUMO (alpha / beta): -7.36 / -8.50 eV
* ΔE to the lowest compared entry with this formula, charge and spin: 145.3 kJ/mol
* HOMO energy (alpha / beta): -15.9 / -16.0 eV

Entry 3:
C14H29BNO3S | ωB97M-V with the def2-TZVPD basis set

Geometry as ORCA input:
```
! RIJCOSX wB97M-V def2-TZVPD def2/J DEFGRID3
* xyz 1 1
N -3.58915 -6.26899 -2.72438
B -2.31458 -6.41746 -3.33339
O -2.06343 -7.54267 -4.05106
S -0.94687 -5.10860 -3.12938
C -1.34665 -3.65541 -4.10813
C -0.82916 -2.47145 -3.65061
C -1.06906 -1.30151 -4.39524
C -1.82520 -1.41071 -5.54013
C -2.35165 -2.62123 -5.97060
C -2.11165 -3.76755 -5.26150
H -4.29595 -6.27061 -3.46012
H -3.70403 -5.39555 -2.21417
H -1.15953 -7.55856 -4.39174
H 0.12240 -5.65078 -3.77382
H -0.23226 -2.42436 -2.74046
H -0.67489 -0.35830 -4.02692
H -2.04504 -0.51048 -6.11215
H -2.96006 -2.65920 -6.87200
H -2.48533 -4.73890 -5.58241
C 0.40728 2.39313 0.70819
C -0.10840 1.19044 -0.06098
O 0.77274 0.74853 -1.08369
C 2.05416 0.31414 -0.66014
C 2.01318 -0.89157 0.26418
H 0.70063 3.19002 0.02293
H -0.36092 2.77123 1.38296
H 1.28122 2.14086 1.31065
H -1.03818 1.46244 -0.56340
H -0.35009 0.36589 0.61924
H 2.60608 1.13943 -0.20047
H 2.59472 0.04500 -1.56919
H 1.57086 -0.64255 1.22991
H 3.02158 -1.26391 0.44726
H 1.41364 -1.69312 -0.17420
C 1.91903 6.05382 4.92547
C 1.02433 5.02794 4.25094
O 1.55436 3.71389 4.26564
C 1.76200 3.13772 5.54326
C 0.48651 2.97760 6.35351
H 2.93371 5.99811 4.52826
H 1.53043 7.05998 4.76489
H 1.97883 5.88883 6.00270
H 0.91152 5.29304 3.19847
H 0.01885 5.04054 4.68619
H 2.51164 3.70675 6.10329
H 2.19139 2.15159 5.36027
H 0.07399 3.94396 6.64864
H 0.68363 2.40925 7.26318
H -0.27661 2.45932 5.77030
*
```

Values from the calculation:
* electronic energy: -1254.1460 Ha
* gap between HOMO and LUMO: 7.26 eV
* E_LUMO: -3.73 eV
* HOMO energy: -11.0 eV

What is the formula in the second record? C3H5LiO4Tb